(1)
48
Properties=species:S:1:pos:R:3:forces:R:3:lowdin_charge:R:1 method="wB97M-V/def2-TZVPD" homo_energy_ha=-0.408 de_lowest_kcal_mol=0.0 gap_ev=10.941 energy_ha=-4144.11137
Mg -0.606685 -1.518776 -25.742416 1.1 0.0 -0.1 0.43
C 2.594883 -0.915013 -23.050473 -0.1 0.3 -0.2 -0.68
F 3.842468 -1.174044 -22.742970 0.2 -0.5 0.0 0.19
F 1.757462 -1.402833 -22.170326 -0.2 -0.3 0.4 0.16
F 2.455289 0.402016 -23.071319 -0.1 0.1 -0.3 0.16
S 2.195313 -1.583881 -24.791710 -0.2 -0.4 -1.8 0.72
O 1.924706 -0.422454 -25.586464 -1.1 0.4 0.4 -0.29
O 3.239871 -2.398414 -25.344576 -0.6 -0.2 1.3 -0.24
N 0.639303 -2.410557 -24.674817 4.3 1.0 1.9 -0.33
S 0.935600 -3.846306 -24.107146 0.6 -3.1 0.8 0.60
O 0.942819 -4.839529 -25.142288 -0.8 0.0 -0.2 -0.26
O 2.055331 -3.942871 -23.191244 -1.4 0.9 -0.3 -0.26
C -0.682003 -4.118949 -23.121681 0.5 2.1 1.1 -0.60
F -0.481233 -4.882643 -22.055780 -0.2 -0.5 -0.9 0.16
F -1.053075 -2.907166 -22.624495 0.2 -0.3 -0.3 0.09
F -1.707477 -4.502934 -23.887609 0.4 -0.8 0.2 0.13
C -0.847827 1.588085 -23.275126 -0.8 0.6 -0.8 -0.66
F 0.035407 2.346427 -23.886893 0.3 -0.3 -0.1 0.17
F -0.264967 0.595257 -22.642075 0.1 -0.2 0.1 0.16
F -1.518570 2.363258 -22.431163 -0.2 -0.4 0.1 0.17
S -2.129153 0.830712 -24.510785 0.8 -1.8 -0.2 0.73
O -2.543348 -0.410343 -23.892803 0.5 0.4 -0.2 -0.30
O -3.119591 1.801100 -24.811313 0.3 0.1 -0.2 -0.24
N -1.122390 0.240517 -25.877875 -2.4 5.7 1.9 -0.33
S -0.746108 1.535325 -26.802154 2.0 0.6 -2.3 0.63
O -1.039420 2.851296 -26.301304 -0.5 -1.2 0.1 -0.26
O 0.586136 1.355773 -27.355993 -1.6 -0.5 0.3 -0.27
C -1.955086 1.261349 -28.275042 -0.1 0.8 1.5 -0.65
F -1.612899 1.976220 -29.326132 0.3 -0.2 -0.1 0.17
F -1.997075 -0.042056 -28.571926 0.2 -0.3 -0.4 0.11
F -3.187322 1.628476 -27.912201 0.1 -0.1 0.1 0.14
C -3.076088 -4.344511 -27.367028 0.1 0.3 -1.1 -0.03
C -1.880007 -3.583248 -26.824866 -0.7 -0.5 -0.2 -0.40
C -1.049426 -3.040895 -27.941677 1.4 -1.3 -0.4 -0.16
O 0.098118 -2.340159 -27.407470 -0.8 0.5 -1.2 -0.24
C 0.913637 -1.878792 -28.500029 0.5 -0.3 -0.4 -0.02
N -2.284303 -2.423339 -25.984640 -2.4 -2.1 -0.6 0.05
H -2.760764 -5.169604 -28.009012 0.2 -0.4 0.5 0.10
H -3.605922 -3.733314 -28.106513 -0.4 0.3 0.5 0.09
H -3.718888 -4.688611 -26.559875 -0.1 -0.1 -0.2 0.09
H -1.366568 -4.312397 -26.198381 0.6 0.4 0.0 0.13
H -1.627649 -2.448289 -28.655567 0.1 0.3 0.2 0.14
H -0.612036 -3.882225 -28.487596 -0.3 -0.1 -0.2 0.15
H 0.373882 -1.204214 -29.164870 -0.1 0.2 0.3 0.10
H 1.200325 -2.737306 -29.111375 0.0 -0.2 0.2 0.10
H 1.823384 -1.420911 -28.124749 -0.2 0.2 0.3 0.10
H -2.926123 -2.863759 -25.327298 0.3 0.6 0.7 0.12
H -2.925603 -1.884346 -26.571807 0.1 0.3 0.1 0.13

---

(2)
22
Properties=species:S:1:pos:R:3:forces:R:3:lowdin_charge:R:1 method="wB97M-V/def2-TZVPD" homo_energy_ha=-0.314 de_lowest_kcal_mol=10.3 gap_ev=8.617 energy_ha=-561.66050
C 3.284756 -2.120450 0.121969 2.3 0.7 1.5 -0.12
C 2.372826 -0.959039 0.096003 -1.5 1.2 0.8 -0.11
C 1.104175 -1.076795 -0.387536 3.5 1.1 1.3 -0.08
C 0.029345 -0.194412 -0.171850 -5.4 1.5 1.0 -0.27
C -1.301870 -0.739906 -0.300926 -0.5 -0.5 0.6 0.10
C -2.968039 -0.554096 -0.252685 6.1 -0.6 -0.5 -0.50
O -3.678808 0.322785 -0.447005 -2.2 3.3 -0.1 0.16
F -3.416808 -1.783503 -0.261351 -0.7 -1.8 0.4 0.10
O 0.333791 1.052127 0.315219 0.2 -0.9 -0.6 -0.06
C -0.743223 1.874500 0.797580 -0.8 -0.8 -0.3 -0.23
C -1.363779 2.680172 -0.334020 -4.7 -1.1 -0.5 -0.08
H 2.898038 -2.991776 -0.354562 -0.3 -0.6 -0.5 0.06
H 4.277036 -1.821686 -0.326462 -0.9 -0.5 0.4 0.09
H 3.532446 -2.400117 1.225241 -0.5 0.5 -1.8 0.11
H 2.707439 -0.025034 0.645386 -0.6 -1.2 -0.7 0.13
H 0.939275 -1.920725 -0.943233 -0.9 -2.1 -1.1 0.09
H -1.393099 -1.838645 -0.385410 1.4 0.7 -0.4 0.08
H -1.385526 1.169261 1.423868 0.2 1.2 -1.1 0.14
H -0.385502 2.647913 1.438191 1.1 0.0 0.9 0.10
H -0.701044 3.243520 -0.948592 1.0 0.2 -0.1 0.05
H -1.997829 1.957213 -1.057550 1.4 1.8 1.6 0.10
H -2.143597 3.478689 0.107720 1.6 -1.9 -0.9 0.12

---

(3)
23
Properties=species:S:1:pos:R:3:forces:R:3:lowdin_charge:R:1 method="wB97M-V/def2-TZVPD" homo_energy_ha="-0.295 / -0.286" de_lowest_kcal_mol=40.4 gap_ev="7.276 / 6.265" energy_ha=-1492.02616
C 1.412821 0.191420 -1.031626 -0.1 1.4 -2.4 -0.09
C 1.654318 -0.856513 1.064925 -0.9 -0.2 0.9 -0.07
C 0.194494 -0.347111 -1.325098 1.1 -1.8 2.6 -0.12
C 0.471977 -1.530572 0.870804 -1.0 -0.8 -2.2 -0.12
C 2.128959 -0.018505 0.110446 0.6 1.5 0.2 -0.30
C -0.261923 -1.283848 -0.345165 0.1 0.1 0.0 -0.74
C 3.321296 0.844886 0.340705 1.1 -1.0 -1.1 -0.04
C -3.079188 0.221332 0.358136 2.2 -1.3 1.7 -1.02
F -3.716154 -0.334358 1.426594 -0.3 0.1 -0.5 -0.13
P -3.991697 0.750895 -1.005497 -2.4 -1.2 -2.4 0.77
P -1.917367 1.433898 1.135427 0.7 -1.5 1.5 0.84
S -1.768283 -2.067463 -0.517637 -1.1 0.7 0.1 0.70
H 1.740816 0.901105 -1.814348 0.4 -0.3 0.7 0.12
H 2.064036 -0.764442 2.037302 0.8 -0.7 0.8 0.11
H -0.155773 -0.108759 -2.285721 -1.4 -0.1 -0.8 0.09
H 0.106207 -2.419048 1.415240 0.2 1.1 0.3 0.10
H 3.571354 1.275805 -0.625342 0.4 0.1 0.0 0.07
H 3.177640 1.672805 0.988641 -0.3 0.6 0.9 0.07
H 4.174648 0.230824 0.669711 -0.2 0.4 0.1 0.09
H -4.287590 -0.558995 -1.709361 0.0 1.3 1.1 -0.05
H -2.889662 0.804741 -1.811290 1.0 0.5 -0.5 -0.12
H -0.808485 1.652014 0.318590 -0.2 0.0 -1.0 -0.13
H -1.142436 0.309886 1.734573 -0.8 1.1 -0.1 -0.05

---

(4)
22
Properties=species:S:1:pos:R:3:forces:R:3:lowdin_charge:R:1 method="wB97M-V/def2-TZVPD" homo_energy_ha="-0.468 / -0.470" de_lowest_kcal_mol=17.0 total_charge=+1 gap_ev="5.389 / 5.436" energy_ha=-1025.35325
C -3.035312 -0.983108 -0.888619 1.7 -1.2 -0.3 -0.01
C -1.897601 -1.569780 -1.560250 -0.8 2.7 0.0 0.00
C -2.825797 -0.141712 0.178500 -1.4 -0.2 1.0 -0.06
C -0.639966 -0.965783 -1.359724 -0.6 -2.7 -0.7 -0.08
C -1.560542 0.284096 0.442483 1.2 3.7 2.1 -0.09
C -0.472967 -0.048310 -0.315634 0.9 -0.4 -1.4 -0.41
C 2.338505 -0.625106 -0.427259 -0.9 -1.5 0.8 -0.23
C 1.330797 1.452556 1.642554 -2.3 1.6 -0.9 -0.41
O 1.257192 0.423318 2.538541 0.8 -0.4 1.8 -0.09
P 1.116930 0.673133 -0.065030 1.2 0.9 -0.3 1.08
I 2.993832 3.094244 -1.840038 -1.3 -1.3 1.0 0.11
H -4.060619 -1.199742 -1.101201 -0.3 -0.6 -0.5 0.11
H -2.057535 -2.213768 -2.413815 0.1 -0.3 0.2 0.11
H -3.696157 0.074320 0.838075 0.9 0.3 -0.7 0.14
H 0.164199 -1.454426 -1.957271 -0.4 1.0 0.5 0.12
H -1.268372 1.135048 1.160178 -1.4 -1.6 -0.5 0.13
H 2.636228 -0.571528 -1.451662 0.9 0.7 -0.5 0.03
H 1.761323 -1.611727 -0.508029 0.8 1.2 1.0 0.08
H 3.162959 -0.629573 0.340791 -0.8 -0.1 -1.1 0.09
H 0.533077 2.318407 1.860236 1.6 -1.8 -0.8 0.15
H 2.306923 1.872968 1.655904 0.8 0.8 -0.5 0.07
H 1.912905 0.686474 3.231270 -0.9 -0.9 -0.4 0.14

---

(5)
20
Properties=species:S:1:pos:R:3:forces:R:3:lowdin_charge:R:1 method="wB97M-V/def2-TZVPD" homo_energy_ha=-0.369 de_lowest_kcal_mol=46.1 gap_ev=10.870 energy_ha=-366.06456
C -0.015948 1.857103 0.450735 -0.2 1.8 -2.5 -0.07
C 0.141432 0.443317 -0.282883 -1.0 3.3 3.5 -0.45
C 1.332288 -0.054561 0.531455 0.6 -4.7 -1.6 -0.07
C 0.076191 0.591184 -1.760439 0.0 -1.0 0.7 0.01
C -1.058417 -0.123547 -1.855848 -0.8 -0.9 0.7 0.02
C -1.263658 -0.425983 -0.334185 2.2 2.0 1.0 -0.35
C -1.155029 -1.774286 0.365069 2.5 -0.5 -1.2 -0.04
C -2.410589 0.228781 0.350273 1.3 0.3 -1.5 -0.20
N -3.299938 0.778126 0.811706 -0.7 0.2 0.5 0.17
H 0.069745 1.775778 1.473600 0.6 -0.8 2.5 0.03
H -0.987415 2.407660 0.431440 0.5 -0.5 -1.0 0.08
H 0.838465 2.596986 0.150784 -1.5 -1.4 0.2 0.12
H 1.052795 -0.633184 1.489432 0.2 1.4 -1.4 0.10
H 2.123538 0.651441 0.724073 -0.1 0.4 0.0 0.07
H 1.806361 -0.899107 -0.133741 -0.4 1.3 1.3 0.11
H 0.850569 1.151572 -2.295659 -0.8 -0.5 -0.6 0.12
H -1.789040 -0.536104 -2.543129 0.4 0.6 -0.7 0.10
H -0.560633 -1.794958 1.341515 -0.7 0.3 -1.6 0.10
H -0.735910 -2.468786 -0.403611 -0.2 0.1 1.0 0.11
H -2.127406 -2.022332 0.592643 -2.1 -1.3 0.6 0.04